Molecular formula: C24H64BF4O8
Method: DFT, wB97M-V/def2-TZVPD

XYZ file:
```
101
Properties=species:S:1:pos:R:3
B 0.274 -0.155 0.161
F -0.026 1.179 -0.147
F -0.934 -0.906 0.074
F 1.323 -0.647 -0.596
F 0.662 -0.255 1.533
C 3.373 -1.001 3.533
C 3.912 -0.730 2.128
C 3.763 -1.925 1.200
O 3.318 0.416 1.581
H 2.306 -1.250 3.522
H 3.409 -0.046 4.067
H 3.923 -1.772 4.074
H 4.982 -0.527 2.258
H 4.265 -2.812 1.595
H 4.168 -1.672 0.218
H 2.704 -2.154 1.052
H 2.360 0.267 1.633
C -3.258 3.444 -1.947
C -3.095 3.178 -0.471
C -3.441 4.324 0.458
O -3.897 2.056 -0.046
H -2.744 2.659 -2.497
H -2.832 4.420 -2.210
H -4.309 3.569 -2.221
H -2.055 2.896 -0.256
H -3.140 4.021 1.458
H -4.508 4.564 0.420
H -2.953 5.250 0.143
H -3.575 1.317 -0.579
C 1.996 -3.457 -3.167
C 1.531 -3.913 -1.809
C 0.468 -4.992 -1.839
O 2.696 -4.506 -1.164
H 1.908 -4.230 -3.944
H 3.056 -3.208 -3.220
H 1.459 -2.588 -3.554
H 1.219 -3.054 -1.212
H 0.158 -5.215 -0.817
H 0.872 -5.914 -2.264
H -0.414 -4.733 -2.431
H 2.487 -4.597 -0.229
C -1.272 1.763 5.601
C -2.212 2.227 4.480
C -1.937 1.459 3.203
O -3.582 2.132 4.857
H -0.339 2.328 5.570
H -1.031 0.700 5.526
H -1.713 1.961 6.582
H -1.969 3.280 4.322
H -2.508 1.898 2.381
H -2.264 0.419 3.310
H -0.883 1.453 2.922
H -3.761 1.192 4.954
C 0.402 4.791 -1.301
C 1.174 4.595 -0.002
C 0.325 4.893 1.242
O 1.704 3.296 0.131
H 0.291 5.847 -1.549
H -0.600 4.354 -1.211
H 0.889 4.277 -2.133
H 1.993 5.327 0.012
H 0.955 4.684 2.105
H -0.502 4.174 1.293
H -0.108 5.895 1.256
H 1.126 2.714 -0.379
C -0.928 -4.407 3.480
C -1.307 -4.232 2.006
C -2.674 -3.584 1.786
O -0.285 -3.535 1.325
H -0.007 -4.981 3.540
H -1.725 -4.887 4.058
H -0.793 -3.439 3.977
H -1.375 -5.267 1.641
H -2.624 -2.516 2.002
H -3.439 -4.103 2.367
H -2.964 -3.730 0.742
H -0.549 -2.606 1.293
C -2.496 -2.067 -2.697
C -1.781 -0.782 -3.059
C -2.227 -0.225 -4.396
O -2.101 0.240 -2.089
H -3.543 -1.979 -3.019
H -2.569 -2.208 -1.621
H -2.060 -2.916 -3.225
H -0.693 -0.913 -3.063
H -3.289 0.020 -4.383
H -2.040 -0.956 -5.191
H -1.650 0.664 -4.654
H -1.551 0.049 -1.315
C 4.180 -0.332 -3.576
C 3.582 0.901 -2.887
C 2.139 1.084 -3.306
O 3.653 0.678 -1.485
H 3.570 -1.190 -3.289
H 5.214 -0.496 -3.274
H 4.168 -0.296 -4.672
H 4.209 1.758 -3.129
H 1.467 0.302 -2.950
H 2.071 1.089 -4.401
H 1.717 2.005 -2.896
H 3.112 -0.100 -1.301
```

Summary:
Net charge = -1
LUMO = 2.65 eV
Frontier orbital gap = 9.42 eV

Here are the Mulliken charges for atoms 1 to 6, given in e: atom 1 (B): -0.06, atom 2 (F): 0.43, atom 3 (F): -0.26, atom 4 (F): 0.83, atom 5 (F): -0.65, atom 6 (C): -1.35

=====

Molecular formula: C24H64O24S8
Method: DFT, wB97M-V/def2-TZVPD

XYZ file:
```
120
Properties=species:S:1:pos:R:3
C -17.800 3.870 4.128
C -18.669 2.826 3.387
O -18.801 1.659 4.229
S -18.069 0.272 3.925
C -16.353 0.717 4.174
O -18.546 -0.566 5.033
O -18.305 -0.159 2.535
H -17.844 4.937 3.957
H -16.753 3.568 3.981
H -17.972 3.764 5.182
H -19.711 3.218 3.276
H -18.276 2.485 2.392
H -15.744 -0.169 4.050
H -16.280 1.078 5.175
H -16.098 1.499 3.445
C -25.836 6.453 -2.356
C -25.143 5.738 -1.196
O -24.208 6.746 -0.677
S -23.255 6.471 0.542
C -22.096 5.204 -0.002
O -22.564 7.711 0.840
O -24.076 5.831 1.573
H -26.748 6.020 -2.729
H -25.129 6.588 -3.170
H -26.179 7.388 -1.942
H -25.795 5.430 -0.399
H -24.532 4.943 -1.532
H -21.359 5.142 0.801
H -21.525 5.619 -0.829
H -22.464 4.169 -0.158
C -21.453 0.879 2.101
C -22.930 1.092 2.399
O -23.534 1.754 1.146
S -25.105 2.011 0.881
C -25.579 2.996 2.237
O -25.199 2.724 -0.366
O -25.720 0.740 0.955
H -21.042 1.863 2.046
H -21.285 0.415 1.163
H -20.953 0.326 2.875
H -23.456 0.097 2.532
H -23.161 1.798 3.144
H -25.100 3.967 2.114
H -25.259 2.524 3.117
H -26.671 3.009 2.133
C -22.821 2.354 -2.625
C -21.473 1.704 -2.393
O -20.732 2.473 -1.286
S -19.127 2.472 -1.227
C -18.665 0.741 -0.833
O -18.621 2.777 -2.605
O -18.829 3.321 -0.114
H -22.564 3.269 -3.166
H -23.357 2.644 -1.733
H -23.526 1.862 -3.314
H -21.550 0.693 -2.008
H -20.868 1.826 -3.293
H -19.072 0.455 0.144
H -17.571 0.845 -0.779
H -18.898 0.114 -1.716
C -29.066 1.139 -0.907
C -29.558 1.455 0.533
O -29.751 0.056 1.141
S -30.862 -0.011 2.285
C -30.834 -1.796 2.267
O -30.318 0.294 3.615
O -32.074 0.545 1.869
H -28.121 0.746 -0.729
H -28.949 2.000 -1.525
H -29.730 0.388 -1.293
H -28.941 2.081 1.205
H -30.563 1.855 0.544
H -29.742 -2.032 2.171
H -31.322 -2.220 1.412
H -31.225 -2.127 3.186
C -21.927 -3.434 3.550
C -22.793 -3.587 2.287
O -22.504 -2.445 1.352
S -22.730 -2.577 -0.242
C -24.560 -2.663 -0.224
O -22.382 -1.312 -0.851
O -22.183 -3.806 -0.725
H -22.084 -3.910 4.515
H -21.819 -2.369 3.762
H -20.907 -3.602 3.184
H -22.500 -4.557 1.830
H -23.882 -3.599 2.507
H -24.737 -3.569 0.336
H -24.957 -2.714 -1.231
H -24.883 -1.781 0.317
C -26.880 -0.089 4.459
C -27.624 1.070 5.103
O -28.069 1.942 3.931
S -28.517 3.428 4.182
C -30.116 3.290 4.971
O -27.654 4.018 5.170
O -28.777 4.005 2.892
H -26.410 -0.748 5.149
H -26.201 0.219 3.670
H -27.709 -0.706 3.985
H -28.521 0.716 5.539
H -27.008 1.711 5.740
H -30.635 4.250 4.904
H -30.142 2.923 6.008
H -30.622 2.588 4.224
C -22.803 3.140 7.111
C -23.635 4.033 6.235
O -23.219 4.076 4.804
S -21.928 4.740 4.234
C -22.390 6.501 4.014
O -20.854 4.587 5.181
O -21.717 4.177 2.931
H -23.308 3.172 8.100
H -21.775 3.391 7.108
H -22.977 2.141 6.657
H -24.650 3.768 6.163
H -23.599 5.033 6.679
H -22.277 7.011 5.007
H -23.337 6.529 3.594
H -21.530 6.859 3.422
```

Summary:
ΔE to the lowest compared entry with this formula, charge and spin = 49.23 kcal/mol
LUMO = 0.17 eV
Frontier orbital gap = 10.93 eV

Here are the Mulliken charges for atoms 1 to 6, given in e: atom 1 (C): -1.47, atom 2 (C): 1.58, atom 3 (O): -0.27, atom 4 (S): 1.08, atom 5 (C): -0.94, atom 6 (O): -0.67

=====

Molecular formula: C24H64O24S8
Method: DFT, wB97M-V/def2-TZVPD

XYZ file:
```
120
Properties=species:S:1:pos:R:3
C 5.099 3.731 -1.334
C 3.731 3.153 -1.015
O 3.202 3.715 0.211
S 3.302 2.824 1.518
C 1.888 3.536 2.306
O 3.031 1.477 1.116
O 4.515 3.124 2.192
H 5.889 3.290 -0.727
H 5.084 4.800 -1.115
H 5.316 3.586 -2.392
H 3.040 3.425 -1.813
H 3.746 2.066 -0.976
H 1.041 3.110 1.780
H 2.024 4.609 2.210
H 1.915 3.282 3.362
C 0.709 -2.531 1.510
C 0.663 -1.102 1.052
O -0.155 -1.024 -0.128
S -0.448 0.393 -0.703
C 1.068 0.636 -1.568
O -1.521 0.270 -1.629
O -0.526 1.382 0.326
H 1.406 -2.607 2.349
H 0.976 -3.242 0.730
H -0.259 -2.849 1.901
H 0.331 -0.428 1.837
H 1.676 -0.758 0.816
H 1.811 0.619 -0.771
H 1.034 1.573 -2.108
H 1.233 -0.207 -2.227
C -1.861 0.352 5.066
C -1.199 1.665 4.709
O -2.052 2.688 5.234
S -1.578 4.165 5.157
C -0.511 4.189 6.558
O -0.783 4.365 3.981
O -2.706 4.988 5.394
H -2.786 0.244 4.503
H -2.103 0.320 6.128
H -1.170 -0.458 4.855
H -0.191 1.696 5.134
H -1.112 1.749 3.625
H -1.018 3.677 7.371
H -0.217 5.205 6.798
H 0.360 3.593 6.291
C 0.027 -5.927 2.698
C 0.887 -6.449 1.565
O 2.250 -6.575 2.027
S 2.961 -7.986 1.881
C 3.235 -7.982 0.142
O 4.173 -7.840 2.592
O 2.030 -9.018 2.186
H 0.608 -5.305 3.383
H -0.379 -6.728 3.315
H -0.770 -5.276 2.331
H 0.479 -7.398 1.216
H 0.865 -5.770 0.713
H 2.234 -7.991 -0.286
H 3.727 -8.909 -0.154
H 3.854 -7.145 -0.159
C 2.168 5.055 -4.802
C 1.724 3.644 -4.470
O 2.898 2.827 -4.288
S 2.832 1.278 -4.693
C 3.219 1.417 -6.424
O 3.907 0.698 -3.975
O 1.493 0.848 -4.496
H 2.858 5.468 -4.064
H 1.345 5.731 -5.015
H 2.781 5.045 -5.716
H 1.146 3.656 -3.543
H 1.062 3.290 -5.262
H 4.171 0.900 -6.535
H 3.254 2.439 -6.773
H 2.482 0.836 -6.977
C -0.959 -2.675 -4.136
C -0.088 -3.221 -3.027
O 0.113 -4.636 -3.260
S 1.336 -5.311 -2.533
C 2.507 -5.264 -3.848
O 1.793 -4.510 -1.456
O 0.964 -6.671 -2.355
H -1.853 -3.290 -4.254
H -0.433 -2.706 -5.094
H -1.241 -1.641 -3.946
H 0.809 -2.598 -2.941
H -0.568 -3.121 -2.050
H 2.624 -4.246 -4.210
H 2.139 -5.896 -4.652
H 3.444 -5.697 -3.503
C -4.499 7.603 0.440
C -3.163 7.299 1.052
O -2.160 7.035 0.066
S -1.976 5.543 -0.389
C -1.285 4.810 1.051
O -3.250 4.999 -0.696
O -0.963 5.571 -1.385
H -5.232 7.934 1.180
H -4.944 6.777 -0.114
H -4.418 8.433 -0.268
H -2.853 8.200 1.585
H -3.219 6.505 1.801
H -0.557 5.513 1.446
H -0.737 3.937 0.703
H -2.039 4.529 1.772
C -6.862 -4.582 1.088
C -5.932 -3.400 0.993
O -4.593 -3.931 0.903
S -3.413 -2.890 0.970
C -3.575 -2.030 -0.571
O -3.652 -1.992 2.054
O -2.244 -3.685 0.938
H -7.890 -4.256 1.266
H -6.581 -5.271 1.882
H -6.899 -5.143 0.152
H -6.135 -2.869 0.061
H -6.073 -2.760 1.861
H -4.074 -2.684 -1.278
H -2.612 -1.681 -0.924
H -4.168 -1.155 -0.304
```

Summary:
ΔE to the lowest compared entry with this formula, charge and spin = 1.39 kcal/mol
LUMO = 0.02 eV
Frontier orbital gap = 10.83 eV

Here are the Mulliken charges for atoms 1 to 6, given in e: atom 1 (C): -1.43, atom 2 (C): 0.47, atom 3 (O): -0.25, atom 4 (S): 1.19, atom 5 (C): -0.55, atom 6 (O): -0.58

=====

Molecular formula: C24H65I2InO10P
Method: DFT, wB97M-V/def2-TZVPD

XYZ file:
```
103
Properties=species:S:1:pos:R:3
C 6.286 3.574 0.683
C 5.702 2.469 -0.181
I 7.215 1.973 -1.697
C 5.213 1.168 0.466
I 5.290 1.209 2.622
In 3.124 0.614 -0.203
O 2.253 -0.400 1.376
P 2.140 2.941 -0.691
O 1.551 3.377 0.842
O 0.668 2.509 -1.312
H 6.632 4.403 0.065
H 5.502 3.950 1.346
H 7.113 3.210 1.292
H 4.933 2.900 -0.820
H 5.883 0.349 0.232
H 3.143 -0.491 -1.546
H 1.875 0.220 2.009
H 2.053 2.946 1.544
H 0.004 3.194 -1.128
C 9.314 -2.420 2.068
C 7.975 -1.838 1.639
C 7.174 -2.819 0.800
O 8.156 -0.606 0.953
H 9.915 -2.653 1.184
H 9.862 -1.702 2.677
H 9.179 -3.338 2.643
H 7.394 -1.564 2.523
H 7.734 -3.062 -0.106
H 6.217 -2.382 0.512
H 6.984 -3.745 1.346
H 8.656 -0.775 0.141
C -2.992 4.246 -2.961
C -2.773 4.134 -1.463
C -3.752 4.982 -0.669
O -1.429 4.460 -1.121
H -2.851 5.278 -3.296
H -2.281 3.617 -3.497
H -4.005 3.940 -3.231
H -2.873 3.089 -1.162
H -3.632 6.038 -0.930
H -3.574 4.869 0.399
H -4.783 4.697 -0.887
H -1.247 5.374 -1.364
C 10.272 -1.752 -3.914
C 9.320 -2.137 -2.792
C 7.874 -2.158 -3.261
O 9.487 -1.263 -1.674
H 10.031 -0.750 -4.278
H 11.303 -1.751 -3.558
H 10.190 -2.445 -4.753
H 9.597 -3.122 -2.408
H 7.575 -1.164 -3.604
H 7.207 -2.443 -2.450
H 7.739 -2.859 -4.087
H 9.224 -0.384 -1.970
C 1.803 -3.086 4.508
C 0.389 -2.716 4.082
C -0.179 -3.721 3.089
O 0.346 -1.402 3.551
H 2.464 -3.077 3.638
H 2.183 -2.359 5.226
H 1.834 -4.079 4.962
H -0.256 -2.682 4.966
H 0.436 -3.735 2.186
H -1.194 -3.439 2.803
H -0.199 -4.729 3.510
H 0.921 -1.382 2.767
C -3.427 -2.520 5.517
C -3.593 -2.924 6.971
C -4.623 -2.063 7.687
O -2.342 -2.898 7.655
H -3.076 -1.486 5.448
H -2.690 -3.155 5.025
H -4.370 -2.595 4.973
H -3.902 -3.971 7.026
H -4.305 -1.016 7.676
H -4.731 -2.378 8.724
H -5.596 -2.124 7.197
H -2.000 -1.998 7.615
C -5.921 0.280 -4.754
C -6.127 1.484 -3.849
C -5.566 1.250 -2.457
O -7.510 1.841 -3.788
H -6.439 -0.590 -4.340
H -6.322 0.477 -5.748
H -4.863 0.034 -4.845
H -5.643 2.356 -4.294
H -6.076 0.408 -1.981
H -5.715 2.131 -1.831
H -4.499 1.026 -2.495
H -7.978 1.092 -3.396
C -11.692 0.252 -5.046
C -11.467 0.201 -3.544
C -12.427 1.105 -2.790
O -10.113 0.521 -3.224
H -11.530 1.269 -5.415
H -10.996 -0.411 -5.560
H -12.711 -0.043 -5.301
H -11.588 -0.827 -3.195
H -12.286 2.144 -3.101
H -12.249 1.042 -1.717
H -13.464 0.831 -2.990
H -9.957 1.432 -3.506
```

Summary:
Net charge = -1
LUMO = 1.88 eV
Frontier orbital gap = 5.59 eV

Here are the Mulliken charges for atoms 1 to 6, given in e: atom 1 (C): -1.64, atom 2 (C): -0.01, atom 3 (I): -0.06, atom 4 (C): -0.49, atom 5 (I): -0.11, atom 6 (In): 0.89